{
  "formula": "C34H47CsF3N12O3PS2",
  "method": "ωB97M-V/def2-TZVPD",
  "elements": ["Cs", "C", "C", "N", "N", "C", "N", "S", "C", "C", "C", "C", "C", "N", "H", "H", "H", "H", "H", "H", "H", "H", "H", "C", "C", "N", "C", "C", "S", "C", "C", "N", "H", "H", "H", "H", "H", "H", "H", "H", "H", "H", "H", "H", "H", "H", "C", "C", "N", "C", "C", "N", "C", "N", "N", "N", "C", "C", "C", "C", "C", "C", "H", "H", "H", "H", "H", "H", "H", "H", "H", "H", "H", "C", "O", "P", "O", "C", "O", "C", "H", "H", "H", "H", "H", "H", "H", "H", "H", "F", "C", "F", "F", "C", "C", "C", "N", "C", "C", "H", "H", "H", "H"],
  "coordinates": [[0.788, 0.601, -0.014], [5.275, 2.067, -2.198], [4.279, 1.475, -1.246], [3.040, 1.811, -1.198], [2.587, 2.620, -2.192], [1.546, 3.405, -1.931], [0.958, 3.879, -3.092], [0.906, 3.943, -0.439], [4.719, 0.395, -0.313], [6.001, -0.147, -0.422], [6.397, -1.150, 0.445], [5.507, -1.602, 1.404], [4.247, -1.023, 1.430], [3.854, -0.057, 0.608], [4.808, 2.879, -2.744], [5.639, 1.331, -2.923], [6.147, 2.447, -1.658], [1.533, 3.787, -3.916], [0.482, 4.759, -2.978], [6.681, 0.221, -1.177], [7.392, -1.571, 0.373], [5.773, -2.377, 2.110], [3.509, -1.365, 2.152], [0.357, -2.765, 2.684], [-0.957, -3.100, 1.968], [-1.335, -2.074, 1.018], [-2.711, -1.646, 0.996], [-3.096, -0.800, 2.216], [-2.010, 0.628, 2.455], [-1.241, 0.281, 4.059], [-0.551, -1.072, 4.219], [0.381, -1.390, 3.153], [1.180, -2.882, 1.973], [0.513, -3.506, 3.484], [-1.759, -3.205, 2.704], [-0.850, -4.084, 1.496], [-0.959, -2.259, 0.102], [-3.429, -2.481, 0.928], [-2.844, -1.036, 0.099], [-3.089, -1.402, 3.125], [-4.120, -0.443, 2.093], [-1.975, 0.408, 4.857], [-0.507, 1.082, 4.169], [-1.312, -1.855, 4.256], [-0.076, -1.089, 5.209], [1.318, -1.079, 3.361], [-2.401, -2.146, -2.627], [-2.231, -0.713, -3.006], [-1.251, 0.064, -2.619], [-1.475, 1.291, -3.218], [-2.607, 1.247, -3.964], [-3.092, -0.041, -3.825], [-4.331, -0.544, -4.366], [-5.447, 0.256, -3.918], [-6.308, 0.789, -4.815], [-7.207, 1.460, -4.198], [-6.939, 1.387, -2.842], [-7.606, 1.963, -1.755], [-7.080, 1.738, -0.507], [-5.910, 0.961, -0.329], [-5.249, 0.386, -1.388], [-5.803, 0.617, -2.655], [-1.574, -2.419, -1.975], [-2.375, -2.806, -3.496], [-3.337, -2.332, -2.093], [-0.808, 2.128, -3.068], [-3.122, 1.988, -4.552], [-4.447, -1.573, -4.032], [-4.350, -0.518, -5.453], [-8.492, 2.566, -1.903], [-7.556, 2.173, 0.362], [-5.518, 0.830, 0.672], [-4.340, -0.182, -1.248], [3.618, -4.628, -0.225], [3.082, -3.920, -1.344], [2.001, -2.750, -1.000], [0.598, -3.571, -0.918], [0.193, -4.473, -1.958], [1.813, -2.184, -2.505], [2.804, -1.334, -3.097], [4.223, -5.442, -0.614], [2.823, -5.049, 0.397], [4.243, -3.975, 0.386], [-0.709, -4.971, -1.609], [0.972, -5.210, -2.148], [-0.013, -3.925, -2.876], [2.482, -1.149, -4.118], [3.776, -1.828, -3.104], [2.863, -0.382, -2.568], [1.495, 4.693, 6.903], [1.999, 5.192, 5.758], [1.419, 6.389, 5.564], [3.309, 5.405, 5.961], [1.746, 4.265, 4.597], [0.486, 4.217, 4.024], [0.280, 3.339, 2.975], [1.232, 2.537, 2.496], [2.437, 2.600, 3.051], [2.747, 3.449, 4.106], [-0.314, 4.856, 4.373], [-0.683, 3.290, 2.478], [3.197, 1.959, 2.614], [3.745, 3.475, 4.519]],
  "atomic_forces_ev_per_a": [[-0.7, -0.4, 0.4], [0.1, -0.1, -0.1], [0.0, -0.2, 0.2], [0.4, 0.6, -0.2], [-0.2, 0.0, 0.0], [0.4, -0.1, -0.1], [-0.1, 0.1, 0.1], [0.1, -0.1, -0.2], [-0.1, 0.3, -0.1], [0.1, 0.0, 0.0], [0.0, 0.0, 0.0], [0.0, 0.0, 0.0], [0.0, 0.1, -0.1], [0.0, 0.0, 0.1], [0.0, 0.0, 0.0], [0.0, 0.0, 0.0], [0.0, 0.0, 0.0], [0.0, 0.0, 0.0], [0.0, 0.0, 0.0], [0.0, 0.0, 0.0], [0.0, 0.0, 0.0], [0.0, 0.0, 0.0], [0.0, 0.0, 0.0], [0.0, 0.1, -0.1], [0.0, 0.1, 0.0], [0.1, 0.0, -0.1], [0.0, 0.1, 0.0], [0.0, -0.1, -0.1], [-0.1, 0.1, 0.1], [0.1, 0.0, 0.0], [0.0, -0.1, -0.1], [0.0, 0.1, 0.0], [0.0, 0.0, 0.0], [0.0, 0.0, 0.0], [0.0, 0.0, 0.0], [0.0, 0.0, 0.0], [-0.1, -0.1, 0.0], [0.0, 0.0, 0.0], [0.0, 0.0, 0.0], [0.0, 0.0, 0.0], [0.0, 0.0, 0.0], [0.0, 0.0, 0.0], [0.0, 0.0, 0.0], [0.0, 0.0, 0.0], [0.0, 0.0, 0.0], [0.0, 0.0, 0.1], [0.0, 0.0, 0.0], [-0.1, 0.1, 0.1], [0.0, 0.0, 0.0], [0.1, 0.0, 0.2], [0.0, -0.1, 0.0], [-0.1, -0.1, -0.2], [0.0, 0.1, 0.2], [0.0, -0.1, -0.1], [-0.1, 0.1, 0.1], [0.2, -0.2, 0.1], [-0.3, 0.2, -0.1], [0.0, 0.0, 0.0], [0.1, -0.1, 0.0], [-0.1, 0.1, 0.0], [-0.1, 0.1, 0.0], [0.2, -0.2, 0.1], [0.0, 0.0, 0.0], [0.0, 0.0, 0.0], [0.0, 0.0, 0.0], [0.0, 0.0, 0.0], [0.0, 0.0, 0.0], [0.0, 0.0, 0.0], [0.0, 0.1, 0.0], [0.0, 0.0, 0.0], [0.0, 0.0, 0.0], [0.0, 0.0, 0.0], [0.0, 0.0, 0.0], [0.0, 0.0, 0.0], [0.1, -0.2, -0.1], [-0.2, 0.3, -0.1], [0.0, -0.1, 0.0], [0.1, 0.0, 0.0], [0.0, -0.1, 0.0], [-0.1, 0.0, 0.1], [0.0, 0.0, 0.0], [0.0, 0.0, 0.0], [0.0, 0.0, 0.0], [0.0, 0.0, 0.0], [0.0, 0.0, 0.0], [0.0, 0.0, 0.0], [0.0, 0.0, 0.0], [0.0, 0.0, 0.0], [0.0, 0.0, 0.0], [0.0, 0.0, 0.0], [0.0, 0.0, -0.1], [0.0, -0.1, 0.1], [-0.1, 0.0, 0.0], [0.0, 0.1, 0.1], [-0.1, 0.0, 0.0], [0.1, 0.0, -0.1], [0.0, -0.1, 0.3], [-0.1, 0.0, -0.1], [0.1, 0.0, 0.0], [0.0, 0.0, 0.0], [0.0, 0.0, 0.0], [0.0, 0.0, 0.0], [0.0, 0.0, 0.0]],
  "gap_ha": 0.2451,
  "lumo_ev": -0.005,
  "total_energy_ev": -99705.638,
  "fmax_ev_per_a": 0.9
}


{
  "formula": "C20H44AlBrO2P",
  "method": "ωB97M-V/def2-TZVPD",
  "elements": ["C", "C", "C", "C", "Al", "C", "C", "C", "C", "C", "C", "C", "C", "C", "C", "C", "C", "O", "C", "P", "O", "C", "Br", "C", "C", "H", "H", "H", "H", "H", "H", "H", "H", "H", "H", "H", "H", "H", "H", "H", "H", "H", "H", "H", "H", "H", "H", "H", "H", "H", "H", "H", "H", "H", "H", "H", "H", "H", "H", "H", "H", "H", "H", "H", "H", "H", "H", "H", "H"],
  "coordinates": [[2.071, 4.012, 3.053], [0.827, 3.168, 2.777], [-0.348, 4.007, 2.263], [-0.335, 4.208, 0.741], [-0.706, 2.598, -0.378], [-1.928, 1.293, 0.547], [-2.963, 0.586, -0.328], [-3.975, -0.304, 0.420], [-3.733, -1.822, 0.406], [-3.502, -2.463, -0.974], [-2.298, -3.399, -1.020], [-0.962, -2.727, -0.644], [-0.204, -3.383, 0.529], [1.179, -3.969, 0.188], [2.254, -3.570, 1.197], [2.596, -2.084, 1.101], [3.707, -1.776, 0.128], [4.932, -2.284, 0.636], [6.046, -1.818, -0.083], [1.525, 1.670, -0.754], [2.584, 2.662, -1.178], [-1.335, 3.144, -2.241], [-2.721, 4.555, -2.065], [-1.869, 2.144, -3.268], [-0.968, 0.920, -3.443], [2.198, 4.757, 2.264], [1.997, 4.541, 4.007], [2.980, 3.406, 3.073], [1.083, 2.407, 2.036], [0.542, 2.620, 3.682], [-0.317, 4.974, 2.787], [-1.290, 3.538, 2.568], [0.620, 4.668, 0.451], [-1.109, 4.937, 0.467], [-2.464, 1.857, 1.324], [-1.332, 0.549, 1.101], [-2.453, -0.008, -1.095], [-3.522, 1.338, -0.892], [-3.991, 0.021, 1.464], [-4.986, -0.126, 0.034], [-4.604, -2.297, 0.867], [-2.889, -2.056, 1.065], [-4.387, -3.034, -1.272], [-3.384, -1.680, -1.729], [-2.486, -4.234, -0.336], [-2.235, -3.840, -2.019], [-1.156, -1.676, -0.411], [-0.306, -2.713, -1.518], [-0.086, -2.658, 1.339], [-0.828, -4.182, 0.940], [1.475, -3.609, -0.805], [1.140, -5.059, 0.109], [1.893, -3.800, 2.206], [3.158, -4.168, 1.052], [1.716, -1.524, 0.769], [2.872, -1.669, 2.074], [3.508, -2.245, -0.850], [3.781, -0.693, -0.032], [5.870, -1.831, -1.167], [6.309, -0.794, 0.212], [6.890, -2.476, 0.130], [1.918, 0.949, 0.420], [1.559, 0.490, -1.569], [-0.506, 3.696, -2.696], [-1.994, 2.636, -4.239], [-2.866, 1.820, -2.967], [-0.548, 0.594, -2.489], [-1.520, 0.075, -3.862], [-0.123, 1.131, -4.103]],
  "atomic_forces_ev_per_a": [[0.0, 0.0, -0.1], [0.0, -0.1, 0.1], [-0.1, 0.0, 0.0], [0.1, 0.1, 0.0], [-0.3, 0.1, 0.1], [0.2, -0.1, 0.0], [0.0, -0.1, -0.1], [-0.2, 0.0, 0.0], [0.1, 0.0, 0.1], [-0.1, 0.1, -0.1], [0.0, -0.1, 0.0], [0.0, 0.0, -0.1], [-0.1, -0.1, 0.0], [0.1, 0.1, -0.2], [0.0, -0.1, 0.1], [-0.1, 0.2, 0.1], [0.1, 0.0, -0.2], [0.0, -0.1, 0.0], [0.1, 0.0, -0.1], [0.1, 0.0, -0.1], [0.0, 0.0, 0.0], [0.3, -0.2, -0.2], [-0.1, 0.1, 0.0], [0.0, 0.0, 0.0], [0.1, 0.0, 0.1], [0.0, 0.0, 0.0], [-0.1, 0.0, 0.0], [0.0, 0.0, 0.1], [-0.1, 0.0, 0.0], [0.0, 0.1, 0.0], [0.0, 0.0, 0.0], [0.0, 0.0, 0.0], [-0.1, 0.0, -0.1], [0.0, 0.0, 0.0], [0.0, 0.0, 0.0], [0.0, 0.0, 0.0], [0.0, 0.1, 0.0], [0.0, 0.0, 0.0], [-0.1, 0.0, 0.0], [0.0, 0.0, -0.1], [0.1, 0.0, 0.1], [0.0, 0.0, -0.1], [0.0, 0.1, 0.0], [0.0, 0.0, 0.0], [0.0, 0.0, 0.0], [0.0, 0.0, 0.0], [0.1, 0.0, 0.0], [0.0, 0.0, 0.0], [0.0, 0.0, 0.0], [0.0, 0.0, 0.1], [0.1, 0.0, 0.1], [-0.1, 0.0, 0.0], [0.0, 0.0, 0.0], [0.0, 0.1, 0.0], [0.0, 0.0, 0.1], [0.0, 0.0, 0.0], [0.0, 0.1, 0.0], [0.0, 0.0, 0.0], [0.0, 0.0, 0.0], [0.0, 0.0, -0.1], [0.0, 0.0, 0.1], [0.0, 0.0, 0.1], [0.0, 0.0, 0.0], [0.0, 0.0, 0.0], [-0.1, 0.0, 0.0], [0.0, 0.0, 0.1], [-0.1, 0.0, 0.0], [0.0, 0.0, -0.1], [0.0, 0.0, 0.0]],
  "gap_ha": 0.2877,
  "lumo_ev": 2.858,
  "total_energy_ev": -111479.509,
  "charge": -1,
  "fmax_ev_per_a": 0.4
}


{
  "formula": "C26H34HfNS",
  "method": "ωB97M-V/def2-TZVPD",
  "elements": ["C", "C", "C", "C", "C", "Hf", "C", "C", "H", "C", "H", "H", "C", "H", "H", "H", "C", "H", "H", "H", "C", "H", "H", "H", "C", "H", "H", "H", "C", "H", "H", "H", "C", "H", "H", "H", "C", "H", "H", "H", "C", "C", "C", "C", "H", "C", "H", "C", "H", "H", "H", "S", "C", "N", "C", "C", "C", "C", "H", "H", "H", "H", "H"],
  "coordinates": [[1.348, -1.587, 0.693], [1.913, -1.004, -0.490], [0.962, -1.150, -1.556], [-0.160, -1.884, -1.042], [0.062, -2.117, 0.349], [0.072, 0.398, 0.051], [-4.088, 1.359, -1.168], [-3.160, 1.152, -0.049], [-2.958, 2.012, 0.635], [-2.333, -0.029, 0.280], [-2.577, -0.941, -0.311], [-2.316, -0.322, 1.359], [-3.813, 2.922, -1.477], [-3.036, 3.305, -0.787], [-3.305, 3.039, -2.444], [-4.597, 3.681, -1.492], [-3.346, 0.651, -2.395], [-2.322, 0.335, -2.055], [-3.763, -0.208, -2.920], [-3.062, 1.375, -3.173], [3.318, -0.531, -0.605], [3.604, 0.039, 0.290], [4.036, -1.363, -0.698], [3.451, 0.116, -1.477], [1.182, -0.770, -2.977], [1.663, 0.213, -3.041], [1.817, -1.493, -3.517], [0.229, -0.712, -3.520], [-1.223, -2.525, -1.871], [-1.318, -2.032, -2.847], [-0.996, -3.588, -2.061], [-2.209, -2.497, -1.389], [-0.753, -3.005, 1.226], [-1.803, -3.033, 0.906], [-0.379, -4.044, 1.217], [-0.735, -2.663, 2.269], [2.137, -1.926, 1.913], [1.488, -2.214, 2.748], [2.825, -2.770, 1.725], [2.748, -1.074, 2.237], [1.350, 2.324, -1.058], [0.425, 3.357, -1.670], [2.647, 2.460, -1.585], [0.388, 3.002, -3.060], [-0.480, 3.846, -1.402], [2.792, 2.832, -2.932], [3.562, 2.215, -1.012], [1.638, 2.937, -3.760], [-0.491, 2.845, -3.698], [3.791, 3.013, -3.331], [1.713, 3.027, -4.861], [0.292, 1.376, 2.267], [0.340, 0.313, 3.675], [-0.787, -0.406, 3.992], [-0.771, -1.418, 4.919], [0.370, -1.621, 5.667], [1.474, -0.775, 5.496], [1.443, 0.213, 4.515], [-1.629, -0.227, 3.444], [-1.686, -2.001, 5.006], [0.392, -2.433, 6.394], [2.357, -0.894, 6.121], [2.264, 0.902, 4.337]],
  "atomic_forces_ev_per_a": [[-0.1, -0.4, -0.9], [-0.3, -0.6, -0.1], [0.3, -1.0, 0.6], [0.7, 0.0, 0.3], [0.8, 0.0, -0.5], [-0.6, 1.5, -1.2], [6.6, 1.6, 0.9], [-2.1, -0.3, -0.6], [-0.7, -0.7, -0.3], [0.3, -0.2, -0.7], [0.0, 0.8, 0.5], [-0.1, 0.4, -0.5], [0.0, 0.5, 0.2], [-0.6, 0.1, -0.1], [-0.4, -0.2, 0.1], [-0.5, -0.5, 0.2], [0.5, -0.6, 0.0], [-0.7, -0.2, -0.3], [-0.4, 0.0, 0.3], [-0.7, -0.2, 0.2], [0.5, 0.3, 0.1], [0.0, -0.1, -0.3], [-0.4, 0.1, 0.0], [0.0, -0.2, 0.2], [-0.1, 0.3, -0.5], [0.0, -0.1, -0.1], [-0.2, 0.2, 0.3], [0.3, 0.0, 0.1], [-0.6, 0.1, -0.2], [0.0, -0.1, 0.3], [0.1, 0.4, 0.1], [0.2, 0.0, -0.2], [-0.5, -0.1, 0.3], [0.2, 0.0, 0.1], [0.0, 0.4, -0.1], [0.0, -0.1, -0.2], [0.2, 0.2, 0.5], [0.1, 0.0, -0.1], [-0.3, 0.3, -0.1], [-0.1, -0.2, 0.0], [-1.7, 2.5, 2.4], [-0.1, -5.5, -2.6], [0.2, -0.7, -1.0], [2.0, 1.5, -1.3], [-0.8, -0.2, 1.5], [-0.3, 0.6, -0.7], [-0.8, -0.2, -0.4], [0.5, -0.5, 1.4], [-0.1, 1.1, 0.6], [-0.3, -0.1, 0.0], [-0.2, -0.3, 0.9], [0.5, 0.3, 1.7], [-1.3, 0.2, -0.4], [1.0, -0.6, 0.2], [0.2, 0.8, -0.3], [-0.3, -0.3, 0.0], [-0.2, 0.4, -0.3], [0.1, -0.3, 0.1], [0.3, -0.1, 0.1], [0.2, 0.2, 0.1], [0.0, 0.3, -0.2], [-0.2, 0.0, -0.1], [0.0, -0.3, 0.0]],
  "gap_ha": 0.1963,
  "lumo_ev": -4.375,
  "total_energy_ev": -41133.482,
  "charge": 1,
  "fmax_ev_per_a": 6.9
}


{
  "formula": "C20H26O4",
  "method": "ωB97M-V/def2-TZVPD",
  "elements": ["C", "C", "C", "C", "O", "C", "C", "C", "C", "C", "C", "C", "C", "C", "C", "C", "C", "C", "C", "O", "C", "O", "C", "O", "H", "H", "H", "H", "H", "H", "H", "H", "H", "H", "H", "H", "H", "H", "H", "H", "H", "H", "H", "H", "H", "H", "H", "H", "H", "H"],
  "coordinates": [[4.062, -1.924, -4.010], [3.867, -1.837, -2.507], [2.723, -1.678, -1.795], [1.386, -1.374, -2.337], [0.256, -2.039, -1.794], [0.339, -0.731, -1.321], [-0.678, 0.195, -1.978], [-1.638, 0.973, -1.020], [-1.628, 0.355, 0.386], [-2.778, 0.973, 1.282], [-4.168, 0.407, 0.932], [-2.946, 2.516, 1.133], [-2.551, 0.620, 2.765], [-1.182, 0.956, 3.256], [-0.200, 0.062, 2.494], [-0.180, 0.388, 0.979], [0.595, 1.728, 0.743], [0.573, -0.770, 0.217], [2.080, -0.983, 0.605], [2.317, -2.355, 0.645], [3.103, -1.720, -0.329], [4.494, -1.741, -0.235], [4.914, -1.942, -1.518], [6.093, -2.126, -1.880], [4.748, -2.768, -4.254], [4.538, -1.020, -4.359], [3.152, -2.106, -4.544], [1.296, -1.186, -3.423], [-0.169, 0.903, -2.633], [-1.284, -0.403, -2.663], [-1.402, 2.021, -0.982], [-2.611, 0.955, -1.495], [-1.901, -0.684, 0.276], [-4.434, 0.691, -0.079], [-4.221, -0.699, 1.022], [-4.896, 0.808, 1.657], [-3.398, 2.854, 0.202], [-3.542, 2.886, 1.936], [-1.991, 3.010, 1.211], [-3.268, 1.144, 3.391], [-2.690, -0.470, 2.926], [-1.229, 0.751, 4.319], [-0.965, 2.055, 3.147], [0.814, 0.192, 2.905], [-0.506, -0.984, 2.610], [1.479, 1.812, 1.421], [0.025, 2.615, 0.932], [0.990, 1.781, -0.320], [0.110, -1.677, 0.636], [2.500, -0.432, 1.446]],
  "atomic_forces_ev_per_a": [[1.2, -0.7, 1.1], [-2.5, 0.0, 0.2], [0.9, -0.9, -0.5], [-1.1, 0.9, 1.8], [0.0, -1.4, -0.5], [0.8, -0.6, -0.8], [-0.3, 0.8, 0.2], [0.5, -1.0, -0.3], [-0.7, 1.4, 0.2], [-0.5, 0.1, 0.1], [0.3, -0.7, 0.3], [1.0, -0.7, -0.2], [-0.3, 0.0, -0.5], [0.4, 0.5, -0.2], [0.4, 0.6, -0.1], [0.7, 0.2, -0.3], [1.0, -0.8, -0.7], [0.7, 1.4, 0.3], [0.2, 0.3, -0.7], [1.5, -1.6, -0.4], [-3.4, 2.2, 0.4], [-0.6, -0.5, -0.2], [4.8, -0.4, -2.4], [-2.7, 0.5, 2.1], [-0.4, 0.6, 0.3], [0.1, 0.3, -0.3], [-0.6, 0.1, -0.1], [0.2, 0.1, 0.8], [0.1, 0.1, 0.1], [0.1, -0.2, 0.2], [0.5, 0.4, 0.1], [-0.4, -0.2, 0.2], [0.0, -0.6, 0.0], [-0.3, 0.0, -0.2], [0.2, 0.5, -0.1], [0.1, 0.0, -0.4], [-0.1, -0.3, -0.2], [-0.6, 0.2, 0.6], [0.4, 0.3, 0.0], [-0.5, 0.0, -0.1], [-0.1, 0.4, -0.2], [0.7, -0.1, 0.3], [0.0, -1.0, 0.0], [-0.2, -0.3, -0.2], [0.1, 0.1, 0.2], [-0.5, -0.3, -0.5], [-0.5, 0.4, 0.0], [-0.5, 0.0, 1.2], [0.1, 0.0, -0.7], [-0.1, 0.0, -0.1]],
  "gap_ha": 0.3444,
  "lumo_ev": 0.151,
  "smiles": "CC1=C2[C@H]3O[C@]34CC[C@@H]3C(C)(C)CCC[C@@]3(C)[C@@H]4[C@H]3O[C@@]23OC1=O",
  "total_energy_ev": -29349.389,
  "relative_energy_kj_mol": 166.8,
  "fmax_ev_per_a": 5.4
}